ORCA calculation (the ωB97M-V functional and the def2-TZVPD basis) on the molecule C12H10O3 in a non-equilibrium geometry.

The value obtained for the HOMO energy is -9.08 eV. The value obtained for the LUMO energy is -0.667 eV. Its orbital gap is 8.42 eV. The value obtained for the relative energy (zero: lowest compared OMol25 entry of this formula, charge and spin) is 1.915 eV. The SMILES is Cc1cccc(CC2=CC(=O)OC2=O)c1.

Atoms and positions in Å:
C (-2.053923, -1.418776, 2.660894)
C (-0.786832, -1.327260, 1.746059)
C (-0.138540, -2.560728, 1.284449)
C (1.031504, -2.530529, 0.417756)
C (1.557572, -1.219796, -0.036515)
C (0.888199, -0.011514, 0.432750)
C (1.465489, 1.361943, -0.101618)
C (0.579618, 1.711812, -1.363901)
C (-0.499049, 2.537071, -1.393588)
C (-0.959638, 2.476258, -2.890636)
O (-1.778211, 3.124289, -3.453916)
O (-0.203454, 1.460883, -3.512059)
C (0.899040, 1.049523, -2.736455)
O (1.794932, 0.348279, -3.059514)
C (-0.281468, -0.001476, 1.329259)
H (-2.657733, -2.294736, 2.287272)
H (-1.826772, -1.498865, 3.753724)
H (-2.682848, -0.509672, 2.428729)
H (-0.548018, -3.554717, 1.595333)
H (1.559873, -3.435342, 0.023793)
H (2.446131, -1.181422, -0.710281)
H (2.509401, 1.240861, -0.484667)
H (1.385243, 2.189504, 0.644459)
H (-0.935930, 3.095656, -0.538247)
H (-0.764588, 0.948752, 1.676920)

Forces on atoms 1 to 3 (eV/Å):
C 0.0 0.2 -1.5
C 1.0 0.6 -0.6
C 1.0 1.4 -0.7

natural (NBO) atomic charge list, values in e, 8 entries:
1 C -0.64
2 C 0.02
3 C -0.24
4 C -0.19
5 C -0.24
6 C 0.01
7 C -0.46
8 C -0.03

***

ORCA calculation (the ωB97M-V functional and the def2-TZVPD basis) on C12H11AlF11IKO10PS as an isolated structure in a non-equilibrium geometry.

The value obtained for the HOMO energy is -10.13 eV. The value obtained for the LUMO energy is -2.369 eV. Its orbital gap is 7.76 eV.

Atoms and positions in Å:
C (1.439656, 2.931957, 1.319028)
C (2.820373, 2.309725, 1.017723)
I (2.972900, 1.363388, -0.907662)
C (3.338412, 1.364122, 2.144120)
O (2.931250, -0.015451, 1.981696)
P (1.561290, -0.386185, 2.710801)
O (1.290770, 0.309800, 3.944075)
O (1.660822, -1.968041, 3.012265)
O (0.288824, -0.252767, 1.601968)
S (-1.027674, -1.100326, 1.969161)
O (-1.284987, -1.220399, 3.338799)
O (-0.832173, -2.467922, 1.454533)
C (-2.513673, -0.413055, 1.019617)
F (-3.684283, -1.071566, 1.326465)
F (-2.220963, -0.660180, -0.377642)
C (-2.706564, 1.139579, 1.131344)
F (-1.919805, 1.772433, 0.265036)
F (-3.982430, 1.374487, 0.792837)
C (-2.519189, 1.739073, 2.568244)
F (-1.228687, 1.944164, 2.810309)
F (-3.121910, 1.049917, 3.489256)
F (-3.093222, 2.947648, 2.543064)
H (1.236109, 3.764595, 0.626685)
H (0.659681, 2.180841, 1.121274)
H (1.364583, 3.261766, 2.364934)
H (3.544379, 3.142120, 1.009035)
H (3.141770, 1.782396, 3.141297)
H (4.435402, 1.360017, 2.027671)
H (2.601212, -2.146575, 3.187473)
K (-2.447384, -2.599319, -0.416006)
F (-6.864610, -0.724390, 4.697604)
Al (-5.473974, -1.503401, 5.351272)
F (-5.952912, -2.765078, 6.415239)
F (-4.507187, -0.353971, 6.194616)
F (-4.545185, -2.167995, 4.051347)
C (2.351615, -1.846210, -6.644149)
C (1.019178, -1.728949, -6.604997)
C (0.337878, -0.853799, -5.597932)
O (-0.875801, -0.767496, -5.614570)
C (1.168874, -0.143462, -4.631454)
C (2.499855, -0.264041, -4.669185)
C (3.183327, -1.117768, -5.692139)
O (4.396994, -1.176801, -5.691300)
O (3.290263, 0.369423, -3.797319)
O (0.227384, -2.382476, -7.458643)
H (2.854906, -2.472796, -7.367036)
H (0.665442, 0.471945, -3.898299)
H (4.204454, 0.117892, -4.037240)
H (-0.685011, -2.126874, -7.223234)

Forces on atoms 1 to 3 (eV/Å):
C -0.1 -0.7 -0.9
C 0.0 0.5 1.3
I -0.2 0.3 0.3

Mulliken atomic charge list, values in e, 8 entries:
1 C -0.97
2 C -0.22
3 I -0.01
4 C -0.70
5 O -0.34
6 P 0.91
7 O -0.63
8 O -0.50

***

ORCA calculation (the ωB97M-V functional and the def2-TZVPD basis) on C12H11AsN5ReS6 as an isolated structure in a non-equilibrium geometry.

The value obtained for the HOMO energy is -14.31 eV. The value obtained for the LUMO energy is -7.243 eV. As for the charge: +2. Its orbital gap is 7.07 eV. The value obtained for the relative energy (zero: lowest compared OMol25 entry of this formula, charge and spin) is 0.591 eV.

Atoms and positions in Å:
Re (0.469786, 1.052058, 0.562329)
N (-1.467497, 1.541073, 3.424881)
C (-0.692744, 0.456125, 3.421885)
N (0.088798, 0.108197, 2.410235)
C (0.766053, -1.088594, 2.657500)
C (0.506774, -1.632921, 3.859038)
S (-0.609000, -0.653338, 4.744998)
C (1.588137, -1.539762, 1.553418)
C (2.464971, -2.552969, 1.455269)
S (3.134033, -2.637520, -0.138636)
C (2.193980, -1.268368, -0.614217)
N (1.454187, -0.782251, 0.381301)
N (2.193841, -0.768308, -1.845387)
H (-1.499379, 2.142960, 2.618521)
H (-2.048145, 1.764610, 4.215656)
H (0.897921, -2.539556, 4.291379)
H (2.758488, -3.265729, 2.208621)
H (2.752936, -1.174598, -2.577311)
H (1.522402, -0.061131, -2.093802)
S (3.985891, 1.141278, 2.080185)
As (3.327202, 3.188205, 2.526868)
S (1.918532, 2.390855, -0.633921)
S (2.820576, 1.470698, 3.815244)
S (1.359739, 3.314362, 1.113681)
N (-1.094902, 0.937313, -0.191862)
C (-2.323839, 0.983348, -0.774495)
C (-2.470440, 1.564712, -2.047958)
C (-3.723288, 1.661652, -2.612431)
C (-4.837450, 1.176245, -1.935960)
C (-4.694925, 0.580338, -0.686247)
C (-3.451591, 0.480402, -0.101542)
H (-1.587384, 1.929986, -2.556895)
H (-3.840182, 2.116587, -3.586676)
H (-5.817220, 1.254784, -2.386523)
H (-5.562863, 0.189367, -0.173152)
H (-3.312750, -0.000413, 0.859140)

Forces on atoms 1 to 3 (eV/Å):
Re -2.2 -1.0 -1.1
N 0.1 -0.1 0.1
C 0.0 0.0 0.3

Mulliken atomic charge list, values in e, 8 entries:
1 Re 0.99
2 N -0.34
3 C 0.50
4 N -0.07
5 C -0.29
6 C -0.16
7 S -0.12
8 C -0.20

***

ORCA calculation (the ωB97M-V functional and the def2-TZVPD basis) on C12H11BrCl2IrO2 as an isolated structure in a non-equilibrium geometry.

The value obtained for the HOMO energy (spin up / spin down) is -7.53 / -7.65 eV. The value obtained for the LUMO energy (spin up / spin down) is -0.029 / -4.151 eV. Its orbital gap (spin up / spin down) is 7.51 / 3.50 eV. The value obtained for the relative energy (zero: lowest compared OMol25 entry of this formula, charge and spin) is 1.581 eV. As for the spin multiplicity: 6. The expectation value of S² is 8.7821.

Atoms and positions in Å:
C (-2.146643, -1.210620, -2.452144)
C (-2.092936, -2.248958, -1.413566)
C (-2.456797, -1.599451, -0.128601)
H (-1.743743, -3.272513, -1.554131)
C (-2.691281, -0.151914, -0.400151)
C (-2.503181, 0.037501, -1.825092)
H (-2.737593, 0.956334, -2.361935)
H (-1.897935, -1.332168, -3.527867)
H (-2.488184, -2.034379, 0.871654)
H (-3.064409, 0.596330, 0.303598)
Ir (-0.704477, -0.852977, -0.839106)
Br (1.050397, -1.693368, 0.422987)
C (3.455205, 1.104216, -0.036857)
C (2.109807, 1.010729, -0.421365)
C (1.969534, 0.077943, -1.536358)
H (1.171708, 1.361917, 0.029632)
C (3.255652, -0.398514, -1.825804)
C (4.144648, 0.353028, -1.038164)
H (5.221952, 0.439385, -1.083356)
H (3.871838, 1.666042, 0.781884)
H (1.119593, -0.006352, -2.205357)
H (3.473796, -1.024208, -2.661490)
Cl (-1.944621, 2.537682, 4.328182)
C (-1.241262, 1.008389, 3.814367)
Cl (-2.391769, -0.215691, 3.339100)
C (-0.249134, 1.361080, 2.473292)
O (0.903597, 1.424906, 2.950188)
O (-0.802571, 1.493969, 1.394086)
H (-0.591193, 0.611662, 4.602367)

Forces on atoms 1 to 3 (eV/Å):
C -0.3 -0.2 -0.2
C -1.8 -0.1 0.0
C -2.0 0.2 -0.3

Mulliken atomic charge list, values in e, 8 entries:
1 C -0.44
2 C -0.53
3 C -0.29
4 H 0.41
5 C -0.37
6 C -0.38
7 H 0.40
8 H 0.35

***

ORCA calculation (the ωB97M-V functional and the def2-TZVPD basis) on the molecule C12H11ISi in a non-equilibrium geometry.

The value obtained for the HOMO energy (spin up / spin down) is -5.56 / -8.92 eV. The value obtained for the LUMO energy (spin up / spin down) is 0.513 / -2.363 eV. Its orbital gap (spin up / spin down) is 6.07 / 6.55 eV. As for the spin multiplicity: 3. The expectation value of S² is 2.0390.

Atoms and positions in Å:
C (1.237927, 1.595237, 3.033750)
C (1.028928, 2.911951, 2.697326)
C (0.805587, 0.512214, 2.250178)
C (0.404480, 3.211129, 1.510924)
C (0.388282, 0.785548, 0.938490)
C (0.300602, 2.171398, 0.589261)
C (-0.067678, -1.660033, 0.321904)
C (-0.337831, -2.578966, -0.618275)
C (-0.177419, -0.237283, 0.099112)
C (-0.714458, 0.166591, -1.062657)
C (-0.508110, -2.145056, -2.079409)
C (-1.191429, -0.756643, -2.066205)
Si (-0.725625, 2.015683, -1.412439)
I (-2.992678, 3.007241, -1.581221)
H (1.589300, 1.333923, 4.138419)
H (1.228794, 3.833978, 3.329209)
H (0.748962, -0.541636, 2.564326)
H (0.118555, 4.242485, 1.393051)
H (0.189128, -1.858911, 1.374982)
H (-0.225300, -3.539599, -0.458266)
H (0.616461, -2.183071, -2.364071)
H (-1.066153, -2.912103, -2.473915)
H (-2.350758, -0.998844, -1.984212)
H (-1.122004, -0.337171, -3.218315)
H (-0.078731, 2.188740, -2.655685)

Forces on atoms 1 to 3 (eV/Å):
C 0.4 -2.8 3.5
C -0.1 2.0 0.8
C 0.7 0.7 0.2

natural (NBO) atomic charge list, values in e, 8 entries:
1 C -0.21
2 C -0.22
3 C -0.18
4 C -0.23
5 C -0.10
6 C -0.23
7 C -0.22
8 C -0.12

***

ORCA calculation (the ωB97M-V functional and the def2-TZVPD basis) on a 2-piece molecular cluster, C12H11N3 overall in a non-equilibrium geometry.

The value obtained for the HOMO energy (spin up / spin down) is -7.98 / -9.03 eV. The value obtained for the LUMO energy (spin up / spin down) is -0.186 / -1.594 eV. Its orbital gap (spin up / spin down) is 7.79 / 7.43 eV. The value obtained for the relative energy (zero: lowest compared OMol25 entry of this formula, charge and spin) is 4.921 eV.

Atoms and positions in Å:
C (0.658126, 2.255091, 0.169947)
C (-1.828839, -1.437397, 2.696722)
C (-0.670641, -2.012556, 2.149925)
C (-2.206521, -0.162433, 2.290987)
C (0.045576, -1.316379, 1.194604)
C (-1.443645, 0.512268, 1.328506)
C (3.195822, -0.387631, -2.010834)
C (2.628546, 0.689768, -1.405351)
C (1.250960, -1.031263, -1.472918)
C (-0.279336, -0.009006, 0.752758)
C (-1.693367, 1.315633, -2.026598)
C (0.462677, 0.837570, -0.156185)
N (1.073827, 3.310279, 0.426282)
N (2.312052, -1.436961, -2.033095)
N (1.410795, 0.272736, -1.014568)
H (-2.489141, -1.878898, 3.391787)
H (-0.297590, -2.954597, 2.391550)
H (-3.165829, 0.219769, 2.669639)
H (0.842170, -1.887677, 0.917072)
H (-1.890663, 1.457194, 1.069651)
H (4.084359, -0.495840, -2.522614)
H (2.936191, 1.688598, -1.206828)
H (0.345217, -1.466421, -1.439147)
H (-1.743790, 0.828060, -1.033398)
H (-1.283332, 0.819275, -2.898996)
H (-2.253623, 2.270817, -2.228901)

Forces on atoms 1 to 3 (eV/Å):
C 0.6 -0.8 -0.3
C 0.6 0.7 -0.7
C -1.5 2.2 -0.3

natural (NBO) atomic charge list, values in e, 8 entries:
1 C 0.23
2 C -0.18
3 C -0.20
4 C -0.22
5 C -0.18
6 C -0.13
7 C -0.08
8 C -0.08

***

ORCA calculation (the ωB97M-V functional and the def2-TZVPD basis) on the molecule C12H11NO3S2 in a non-equilibrium geometry.

The value obtained for the HOMO energy is -9.07 eV. The value obtained for the LUMO energy is 0.390 eV. Its orbital gap is 9.46 eV. The SMILES is O=C1COC(=O)N1C1(c2ccccc2)SCCS1.

Atoms and positions in Å:
O (0.597171, -1.724525, 2.285302)
C (0.232353, -1.908310, 1.136790)
C (-1.199448, -1.739383, 0.612137)
O (-1.037779, -1.775220, -0.840099)
C (0.283863, -1.945115, -1.106239)
O (0.733129, -1.835140, -2.226433)
N (0.992845, -2.273332, 0.046816)
C (2.580079, -2.689221, -0.206832)
C (3.090256, -1.226262, -0.172332)
C (3.349536, -0.527817, -1.353953)
C (3.574205, 0.866026, -1.276846)
C (3.635991, 1.516295, -0.039715)
C (3.425132, 0.784050, 1.134365)
C (3.199892, -0.606917, 1.086390)
S (2.939372, -3.692970, 1.196837)
C (3.475850, -5.259431, 0.441594)
C (3.041339, -5.275460, -1.013247)
S (3.002656, -3.583771, -1.700865)
H (-1.851997, -2.571332, 0.977361)
H (-1.619834, -0.758855, 0.939860)
H (3.426982, -1.048436, -2.316193)
H (3.708214, 1.415824, -2.202812)
H (3.833386, 2.577358, 0.009039)
H (3.441136, 1.259548, 2.112081)
H (3.167870, -1.192963, 2.009115)
H (4.554351, -5.450688, 0.534233)
H (2.948858, -6.021048, 1.028424)
H (3.723945, -5.868033, -1.633652)
H (2.018313, -5.664431, -1.121391)

Forces on atoms 1 to 3 (eV/Å):
O -0.4 -0.4 -1.2
C 0.5 0.0 1.5
C 0.1 0.1 -0.2

natural (NBO) atomic charge list, values in e, 8 entries:
1 O -0.57
2 C 0.66
3 C -0.17
4 O -0.48
5 C 0.89
6 O -0.59
7 N -0.55
8 C -0.19

***

ORCA calculation (the ωB97M-V functional and the def2-TZVPD basis) on the molecule C12H11NO5 in a non-equilibrium geometry.

The value obtained for the HOMO energy is -8.90 eV. The value obtained for the LUMO energy is 0.539 eV. Its orbital gap is 9.43 eV. The value obtained for the relative energy (zero: lowest compared OMol25 entry of this formula, charge and spin) is 0.000 eV. The SMILES is Cc1occc1C(=O)NCc1ccc(C(=O)O)o1.

Atoms and positions in Å:
C (-1.836694, -2.166824, 0.035481)
C (-3.001286, -1.238411, 0.034609)
O (-4.228321, -1.783228, -0.057005)
C (-5.124885, -0.777933, -0.087975)
C (-4.497190, 0.421570, -0.030473)
C (-3.103426, 0.132623, 0.061881)
C (-2.040762, 1.154663, 0.101275)
O (-2.136568, 2.236026, -0.441242)
N (-0.943492, 0.797145, 0.823619)
C (0.244432, 1.623581, 0.858919)
C (1.336931, 1.022724, 0.035063)
C (1.439037, 0.847316, -1.322285)
C (2.651128, 0.169981, -1.539775)
C (3.207324, -0.026271, -0.295817)
C (4.463835, -0.672739, 0.063544)
O (5.228343, -1.160106, -0.732804)
O (4.690102, -0.677102, 1.385836)
O (2.398123, 0.490892, 0.656868)
H (-1.539668, -2.428854, 1.052486)
H (-2.117119, -3.086027, -0.474011)
H (-0.988378, -1.720002, -0.478166)
H (-6.159353, -1.048363, -0.155335)
H (-4.932454, 1.398374, -0.043925)
H (-0.896450, -0.114924, 1.245036)
H (0.591649, 1.743760, 1.888581)
H (-0.052297, 2.593077, 0.446594)
H (0.731757, 1.174271, -2.056472)
H (3.077286, -0.137842, -2.471961)
H (5.537831, -1.110223, 1.570464)

Forces on atoms 1 to 3 (eV/Å):
C -0.3 0.0 0.0
C 0.6 0.8 0.0
O 0.2 -0.5 0.0

natural (NBO) atomic charge list, values in e, 8 entries:
1 C -0.68
2 C 0.33
3 O -0.40
4 C 0.08
5 C -0.26
6 C -0.25
7 C 0.67
8 O -0.62